DFT (ωB97M-V/def2-TZVPD) results for 2 unconnected molecules or ions with the total composition C5H7NO.

Properties
* frontier orbital gap (alpha / beta): 8.572 / 8.214 eV
* multiplicity: 1
* E_HOMO (alpha / beta): -8.362 / -8.732 eV
* energy relative to the best compared isomer or geometry (same formula, charge and spin): 7.039 eV

Geometry as XYZ:
```
14
Properties=species:S:1:pos:R:3:lowdin_charge:R:1
C 1.685 1.085 -0.615 -0.128
C 1.240 -1.394 -0.590 -0.042
C 1.707 -0.758 0.721 -0.243
C 0.832 -0.014 -0.245 -0.102
C -1.925 0.842 0.586 0.094
N 2.829 1.036 -0.038 0.072
O 2.918 -0.067 0.770 -0.060
H 1.442 1.913 -1.251 0.111
H 1.930 -1.543 -1.409 0.112
H 0.533 -2.196 -0.449 0.102
H 1.442 -1.215 1.660 0.146
H -2.343 -0.143 0.571 -0.020
H -2.011 1.470 -0.272 -0.023
H -1.505 1.228 1.490 -0.018
```



DFT (ωB97M-V/def2-TZVPD) results for a molecular structure, C22H25BrClN5O5PRhS.

Properties
* net charge: +2
* frontier orbital gap: 8.161 eV
* multiplicity: 1
* E_HOMO: -13.328 eV
* energy relative to the best compared isomer or geometry (same formula, charge and spin): 0.000 eV

Geometry as XYZ:
```
62
Properties=species:S:1:pos:R:3:lowdin_charge:R:1
Rh 0.092 0.195 -0.496 0.675
O 4.318 -0.768 3.886 0.137
C 3.440 -0.670 2.893 -0.275
C 3.755 -0.882 1.546 0.035
C 2.758 -0.763 0.609 -0.086
N 1.493 -0.448 0.925 -0.014
C 1.217 -0.259 2.219 -0.364
Br 0.144 2.439 0.566 0.230
C 2.126 -0.351 3.235 0.121
H 5.189 -1.051 3.578 0.138
H 4.754 -1.166 1.242 0.130
H 2.949 -0.937 -0.441 0.119
H 1.832 -0.196 4.262 0.157
O -0.080 0.098 2.560 -0.202
S -1.260 -0.905 2.187 0.807
O -1.070 -2.172 2.808 -0.194
N -1.269 -0.868 0.622 -0.250
C -1.780 -2.017 -0.054 -0.250
C -2.854 -2.771 0.325 0.011
C -3.208 -3.917 -0.422 -0.027
C -2.500 -4.290 -1.528 -0.002
C -1.389 -3.520 -1.945 -0.129
C -0.599 -3.816 -3.078 0.034
C 0.453 -3.005 -3.404 -0.016
C 0.725 -1.879 -2.610 -0.097
N 0.011 -1.587 -1.547 -0.040
C -1.039 -2.385 -1.197 -0.171
C -2.622 -0.060 2.839 -0.298
C -3.040 -0.381 4.129 -0.031
C -4.137 0.288 4.639 -0.038
C -4.786 1.248 3.870 -0.029
C -4.351 1.553 2.586 -0.036
C -3.256 0.895 2.052 -0.042
H -3.439 -2.509 1.197 0.124
H -4.057 -4.503 -0.101 0.122
H -2.781 -5.165 -2.099 0.127
H -0.837 -4.685 -3.680 0.134
H 1.075 -3.204 -4.264 0.119
H 1.539 -1.206 -2.845 0.107
H -2.528 -1.143 4.701 0.126
H -4.490 0.059 5.635 0.122
H -5.647 1.761 4.277 0.122
H -4.868 2.299 1.999 0.120
H -2.900 1.111 1.053 0.092
Cl -1.604 0.873 -1.947 0.123
N 4.279 3.624 -1.564 0.141
C 2.954 3.222 -0.956 -0.214
P 2.082 2.243 -2.272 0.422
O 3.082 2.218 -3.386 -0.317
O 1.592 0.905 -1.760 -0.486
C 0.685 3.277 -2.860 -0.229
N 0.017 2.565 -3.991 0.122
H 4.277 3.154 -2.513 0.117
H 5.076 3.304 -1.019 0.166
H 4.367 4.632 -1.683 0.168
H 2.408 4.100 -0.624 0.086
H 3.124 2.586 -0.091 0.078
H 1.094 4.210 -3.244 0.115
H -0.052 3.465 -2.081 0.048
H -0.546 1.774 -3.581 0.011
H 0.701 2.202 -4.660 0.160
H -0.623 3.181 -4.494 0.172
```



DFT (ωB97M-V/def2-TZVPD) results for a single C4H5N3O molecule.

Properties
* frontier orbital gap: 9.651 eV
* multiplicity: 1
* E_HOMO: -9.171 eV
* SMILES: [H]/N=C\n1ccc(O)n1
* energy relative to the best compared isomer or geometry (same formula, charge and spin): 4.475 eV

Geometry as XYZ:
```
13
Properties=species:S:1:pos:R:3:lowdin_charge:R:1
H 1.854 -1.584 0.936 0.159
N 2.622 -0.935 0.230 0.061
C 2.068 0.114 -0.180 -0.318
N 0.705 0.188 -0.127 -0.185
C 0.210 1.429 -0.022 -0.070
C -1.106 1.134 0.156 -0.053
C -1.394 -0.176 -0.135 -0.403
O -2.625 -0.706 0.071 0.059
N -0.252 -0.839 -0.260 0.182
H 2.770 0.935 -0.540 0.145
H 0.819 2.175 0.681 0.186
H -1.803 1.889 0.293 0.087
H -2.838 -1.667 0.235 0.149
```



DFT (ωB97M-V/def2-TZVPD) results for 2 unconnected molecules or ions with the total composition C3H11N.

Properties
* net charge: +1
* frontier orbital gap (alpha / beta): 8.882 / 3.954 eV
* multiplicity: 2
* E_HOMO (alpha / beta): -12.990 / -12.990 eV
* energy relative to the best compared isomer or geometry (same formula, charge and spin): 1.195 eV

Geometry as XYZ:
```
15
Properties=species:S:1:pos:R:3:lowdin_charge:R:1
C 0.472 -0.686 4.003 -0.175
C 0.063 -2.173 3.902 -0.177
H 1.281 -0.312 3.459 0.021
H 0.549 -0.133 4.951 0.063
H -0.458 -0.187 3.517 0.081
H -0.883 -2.375 3.400 0.049
H 0.835 -2.723 3.347 0.055
H -0.051 -2.704 4.902 0.082
C -0.042 0.982 -4.358 -0.087
N -0.491 1.888 -3.488 0.268
H -0.483 0.245 -5.086 0.168
H 0.592 0.302 -3.856 0.137
H 0.515 1.428 -5.220 0.141
H -1.313 1.656 -2.946 0.166
H -0.099 2.852 -3.337 0.207
```



DFT (ωB97M-V/def2-TZVPD) results for a molecular structure, C37H50F10NbO31.

Properties
* net charge: -1
* frontier orbital gap: 5.660 eV
* multiplicity: 1
* E_HOMO: -4.425 eV

Geometry as XYZ:
```
129
Properties=species:S:1:pos:R:3:lowdin_charge:R:1
C 0.204 -0.482 1.808 -0.113
C 1.114 -0.400 0.584 -0.248
C 1.443 -1.719 -0.110 -0.373
O 2.751 -1.642 -0.632 -0.516
Nb 3.964 -3.244 -0.498 1.079
C 4.168 -3.278 1.773 -0.529
C 3.303 -4.397 2.361 -0.194
C 3.825 -1.920 2.403 -0.323
C 4.645 -1.601 3.651 -0.115
H 0.369 -1.383 2.392 0.067
H -0.852 -0.388 1.557 0.065
H 0.428 0.353 2.471 0.058
H 0.664 0.283 -0.143 0.082
H 2.061 0.041 0.886 0.093
H 0.730 -1.904 -0.917 0.108
H 1.339 -2.547 0.599 0.074
H 2.555 -4.470 -0.630 -0.137
H 4.306 -3.503 -2.288 -0.180
H 5.485 -2.182 -0.606 -0.144
H 5.077 -4.686 -0.357 -0.170
H 5.204 -3.510 1.995 0.015
H 2.337 -4.498 1.864 0.024
H 3.795 -5.358 2.226 0.053
H 3.110 -4.237 3.429 0.060
H 2.770 -1.939 2.690 0.086
H 3.954 -1.105 1.693 0.071
H 4.162 -0.783 4.192 0.049
H 5.637 -1.261 3.354 0.064
H 4.741 -2.465 4.306 0.062
C 8.121 -4.917 5.109 -0.055
C 9.466 -4.376 4.653 -0.324
O 9.284 -4.221 3.271 0.102
C 7.935 -4.026 3.034 -0.525
O 7.489 -3.645 2.017 0.190
O 7.234 -4.331 4.158 0.073
F 10.499 -5.232 4.880 0.062
H 8.087 -6.000 5.029 0.125
H 7.871 -4.607 6.119 0.138
H 9.732 -3.412 5.093 0.167
C 0.636 3.344 -1.667 -0.031
C 0.111 3.565 -0.261 -0.303
O -1.174 4.123 -0.503 0.138
C -1.596 3.689 -1.714 -0.553
O -2.712 3.787 -2.114 0.155
O -0.582 3.131 -2.398 0.081
F 0.854 4.449 0.440 0.083
H 1.126 4.245 -2.038 0.144
H 1.296 2.489 -1.763 0.143
H -0.004 2.650 0.322 0.164
C -2.293 1.417 4.663 -0.049
C -2.976 1.069 5.972 -0.320
O -2.788 -0.326 6.046 0.126
C -1.659 -0.645 5.335 -0.541
O -1.100 -1.682 5.395 0.194
O -1.286 0.411 4.577 0.055
F -4.304 1.348 5.959 0.068
H -2.987 1.315 3.828 0.144
H -1.839 2.404 4.652 0.140
H -2.533 1.536 6.853 0.171
C -4.858 3.728 -5.439 -0.035
C -3.495 4.368 -5.253 -0.298
O -3.722 5.689 -5.735 0.138
C -5.032 5.984 -5.568 -0.559
O -5.510 7.065 -5.644 0.174
O -5.733 4.856 -5.294 0.045
F -2.543 3.778 -6.010 0.082
H -4.958 3.318 -6.445 0.143
H -5.091 2.967 -4.701 0.143
H -3.162 4.413 -4.218 0.142
C -9.089 4.701 -5.337 -0.032
C -10.356 4.689 -6.171 -0.311
O -10.589 3.301 -6.340 0.132
C -10.037 2.650 -5.278 -0.553
O -10.274 1.524 -4.993 0.171
O -9.212 3.473 -4.603 0.085
F -10.186 5.266 -7.386 0.078
H -8.203 4.662 -5.968 0.131
H -9.014 5.545 -4.659 0.146
H -11.227 5.132 -5.693 0.146
C 9.776 -7.034 1.357 -0.040
C 10.077 -7.710 2.681 -0.304
O 9.987 -9.082 2.345 0.136
C 10.286 -9.211 1.021 -0.555
O 10.535 -10.236 0.483 0.174
O 10.263 -8.003 0.419 0.076
F 9.135 -7.414 3.622 0.056
H 8.701 -6.903 1.221 0.153
H 10.281 -6.083 1.225 0.129
H 11.061 -7.500 3.079 0.132
C -13.427 0.798 -4.729 -0.041
C -14.169 0.207 -5.911 -0.311
O -15.457 -0.028 -5.375 0.127
C -15.660 0.853 -4.351 -0.554
O -16.707 1.069 -3.847 0.180
O -14.490 1.436 -4.008 0.073
F -13.641 -0.967 -6.332 0.075
H -12.989 0.011 -4.115 0.149
H -12.661 1.512 -5.005 0.110
H -14.260 0.874 -6.770 0.172
C 5.135 2.601 5.468 -0.049
C 4.691 2.635 6.918 -0.316
O 3.367 3.116 6.815 0.125
C 2.884 2.771 5.582 -0.546
O 1.743 2.811 5.274 0.181
O 3.902 2.373 4.789 0.073
F 5.426 3.494 7.669 0.069
H 5.546 3.567 5.169 0.143
H 5.841 1.809 5.238 0.140
H 4.679 1.663 7.414 0.173
C -14.197 8.178 -6.038 -0.046
C -13.045 7.289 -6.468 -0.316
O -13.476 6.015 -6.035 0.107
C -14.848 6.008 -6.019 -0.540
O -15.514 5.039 -5.946 0.202
O -15.306 7.279 -6.114 0.075
F -11.884 7.600 -5.840 0.072
H -14.060 8.507 -5.007 0.146
H -14.361 9.034 -6.684 0.140
H -12.864 7.262 -7.543 0.176
C 13.462 -3.748 2.289 -0.038
C 14.672 -4.302 1.557 -0.307
O 14.632 -5.675 1.906 0.143
C 13.343 -6.001 2.183 -0.530
O 12.918 -7.103 2.273 0.185
O 12.597 -4.885 2.323 0.064
F 15.835 -3.763 1.989 0.076
H 13.732 -3.465 3.308 0.145
H 12.977 -2.919 1.785 0.143
H 14.628 -4.214 0.470 0.174
```



DFT (ωB97M-V/def2-TZVPD) results for 7 unconnected molecules or ions with the total composition C6H26NO7.

Properties
* net charge: +1
* frontier orbital gap: 10.776 eV
* multiplicity: 1
* E_HOMO: -13.449 eV
* energy relative to the best compared isomer or geometry (same formula, charge and spin): 0.239 eV

Geometry as XYZ:
```
40
Properties=species:S:1:pos:R:3:lowdin_charge:R:1
O -1.486 -1.869 1.434 0.089
C -0.397 -2.076 0.979 -0.167
C 0.718 -1.023 1.137 -0.226
C 0.119 0.373 1.033 -0.157
C 0.673 1.561 1.697 -0.424
C -0.043 2.896 1.264 -0.072
C 0.623 1.542 3.271 -0.052
N 1.830 -1.340 0.184 0.179
H -0.259 -2.900 0.300 0.105
H 1.096 -1.081 2.179 0.164
H 0.123 0.487 -0.103 0.145
H -0.956 0.260 1.301 0.123
H 1.694 1.792 1.386 0.112
H 0.059 3.039 0.159 0.085
H 0.453 3.770 1.726 0.087
H -1.089 2.913 1.590 0.076
H 0.636 0.538 3.642 0.043
H -0.275 2.135 3.732 0.122
H 1.629 1.857 3.613 0.084
H 1.476 -0.927 -0.751 0.116
H 1.835 -2.303 -0.224 0.127
H 2.740 -0.914 0.443 0.157
H -3.310 -0.041 1.016 0.039
H -4.638 0.742 0.660 0.070
O -3.975 0.126 0.346 -0.022
H 4.074 1.280 -0.533 0.066
H 2.729 1.172 -1.335 0.041
O 3.247 0.809 -0.622 -0.032
H -1.771 -1.756 -3.360 0.078
H -1.709 -0.385 -2.483 0.014
O -1.228 -1.134 -2.853 -0.056
H 0.408 -3.989 -1.827 0.110
H 1.113 -2.740 -2.329 0.075
O 0.870 -3.187 -1.462 -0.098
H -3.749 1.332 -2.523 0.052
H -3.663 0.373 -1.331 -0.012
O -3.378 0.497 -2.246 -0.056
H 0.559 -0.886 -2.941 0.009
H 1.752 -0.289 -3.510 0.082
O 1.468 -0.654 -2.660 -0.075
```



DFT (ωB97M-V/def2-TZVPD) results for 3 unconnected molecules or ions with the total composition C2H10NO2S.

Properties
* net charge: -1
* frontier orbital gap: 6.595 eV
* multiplicity: 1
* E_HOMO: -2.810 eV
* energy relative to the best compared isomer or geometry (same formula, charge and spin): 0.285 eV

Geometry as XYZ:
```
16
Properties=species:S:1:pos:R:3:lowdin_charge:R:1
C 0.624 0.264 -0.673 -0.397
C -0.141 1.566 -0.664 -0.770
S -1.812 1.381 0.117 0.050
N 1.067 -0.070 0.712 -0.042
H 1.506 0.409 -1.318 0.086
H 0.003 -0.515 -1.106 0.075
H -0.318 2.038 -1.632 0.021
H 0.415 2.337 -0.105 0.036
H 0.730 -1.001 0.935 0.064
H 0.461 0.532 1.266 0.022
H 2.886 0.451 1.316 -0.006
H 3.769 -0.707 1.678 0.006
O 3.784 0.254 1.687 -0.127
H -4.464 -2.188 0.017 0.032
H -4.011 -2.083 -1.411 0.031
O -4.498 -2.666 -0.818 -0.082
```



DFT (ωB97M-V/def2-TZVPD) results for a single C6H5N3S molecule.

Properties
* frontier orbital gap: 9.805 eV
* multiplicity: 1
* E_HOMO: -9.435 eV
* SMILES: N#CC=C=N[C@@H]1C=NCS1
* energy relative to the best compared isomer or geometry (same formula, charge and spin): 3.138 eV

Geometry as XYZ:
```
15
Properties=species:S:1:pos:R:3:lowdin_charge:R:1
N 3.487 -1.041 1.015 0.156
C 3.050 -0.424 0.175 -0.283
C 2.592 0.410 -0.849 -0.077
C 1.458 0.127 -1.390 -0.088
N 0.414 -0.289 -1.874 0.114
C -0.885 -0.338 -1.266 -0.615
C -0.841 0.664 -0.107 -0.172
N -0.456 0.187 0.977 0.009
C -0.511 -1.197 1.121 -0.440
S -1.159 -1.933 -0.486 0.898
H 3.307 1.196 -0.833 0.113
H -1.658 0.009 -1.915 0.095
H -0.854 1.739 -0.425 0.142
H 0.442 -1.493 1.371 0.039
H -1.273 -1.641 1.863 0.111
```



multiplicity of number 3 (C4H5N3O)? 1